#a
ORCA calculation (ωB97M-V/def2-TZVPD) on a cluster of 11 separate species, H22O11 in total.

Each line ends with the Mulliken charge.
Geometry (Å):
H: 0.80530 0.08575 -0.48184  0.340
H: 0.87283 -1.14300 0.41017  0.341
H: 2.55914 1.11568 2.38970  0.282
H: 2.87153 -0.32289 2.76783  0.282
H: -0.26900 -1.48962 4.20178  0.319
H: 1.04844 -2.24423 4.27229  0.298
H: -4.06627 -2.66482 1.06552  0.304
H: -2.97562 -1.77144 1.63333  0.344
H: -1.41689 -0.12072 -3.64673  0.306
H: -0.82949 -0.92747 -4.79310  0.300
H: 1.09435 0.98770 1.39889  0.275
H: -0.36257 0.61759 1.17430  0.203
H: -1.82077 -0.06113 0.61550  0.281
H: -2.73780 -0.19136 -0.58954  0.340
H: 1.65265 -4.76162 -0.79602  0.328
H: 2.46574 -5.55658 0.21243  0.321
H: 0.23254 3.80446 -0.61089  0.280
H: 0.66313 4.61832 -1.82013  0.309
H: -0.76909 2.46599 -0.94974  0.368
H: -1.38231 3.83686 -1.18365  0.270
H: 1.80945 3.16354 -3.42694  0.318
H: 1.53706 2.03617 -2.44466  0.303
O: 0.31369 -0.70833 -0.24359  -0.646
O: 2.14274 0.25577 2.51681  -0.577
O: 0.12175 -2.30742 4.52968  -0.620
O: -3.38482 -2.63673 1.74656  -0.633
O: -0.94276 -0.93826 -3.83599  -0.599
O: 0.51011 0.22772 1.29848  -0.522
O: -2.71469 0.13888 0.31566  -0.635
O: 2.55674 -4.91041 -0.49691  -0.646
O: 0.89840 3.83708 -1.30699  -0.559
O: -1.58531 2.96409 -0.82861  -0.653
O: 1.10179 2.60042 -3.09362  -0.620

As for the highest occupied orbital energy: -8.32 eV. As for the total charge: 0. Its structure (SMILES) is O.O.O.O.O.O.O.O.O.O.O. Its spin multiplicity is 1.


#b
ORCA calculation (ωB97M-V/def2-TZVPD) on a cluster of 11 separate species, H22O11 in total.

Each line ends with the Mulliken charge.
Geometry (Å):
O: 1.94561 1.94155 -0.43100  -0.645
H: 1.06561 2.31255 -0.31300  0.302
H: 2.01761 1.47255 -1.29200  0.316
O: 1.67161 -2.57245 1.63100  -0.728
H: 1.79861 -2.17345 0.72400  0.450
H: 2.41461 -2.32645 2.22000  0.300
O: -2.87139 1.85355 1.61900  -0.655
H: -1.95239 1.56555 1.74700  0.440
H: -3.35039 1.25755 2.21100  0.339
O: -0.56539 -0.12945 -0.39500  -0.683
H: 0.37161 -0.26845 -0.63500  0.356
H: -0.53239 0.29755 0.49500  0.417
O: -1.01339 -1.97145 1.82800  -0.629
H: -0.08939 -2.03045 1.83600  0.371
H: -1.24139 -2.40045 0.99900  0.283
O: 2.26361 0.84755 -2.89000  -0.686
H: 2.90461 0.19855 -3.25900  0.288
H: 1.40061 0.55755 -3.16600  0.426
O: -0.22239 1.28855 1.81000  -0.634
H: 0.00261 2.18755 1.65900  0.251
H: 0.29561 1.02755 2.60400  0.246
O: 1.91961 -1.13845 -0.74000  -0.783
H: 1.74961 -1.67945 -1.52200  0.297
H: 2.70461 -0.65845 -0.93500  0.282
O: -0.22339 -0.20845 -3.85200  -0.707
H: -0.80139 0.19355 -3.14100  0.424
H: 0.00861 -1.09745 -3.61100  0.308
O: -1.54339 1.57055 -2.27100  -0.744
H: -2.03839 2.17355 -1.64700  0.346
H: -1.10639 1.01855 -1.58700  0.449
O: -2.47539 -0.68345 3.47700  -0.709
H: -1.80039 -0.97445 2.77900  0.443
H: -2.70739 -1.45145 4.04800  0.271

As for the highest occupied orbital energy: -10.47 eV. As for the total charge: 0. Its structure (SMILES) is O.O.O.O.O.O.O.O.O.O.O. Its spin multiplicity is 1.


#c
ORCA calculation (ωB97M-V/def2-TZVPD) on a cluster of 11 separate species, H22O11 in total.

Each line ends with the Mulliken charge.
Geometry (Å):
O: -2.01338 1.06086 1.97564  -0.598
H: -2.56317 1.79839 2.24016  0.284
H: -1.17487 1.49757 1.82748  0.329
O: -3.92134 0.18187 -1.94266  -0.612
H: -3.50642 1.00541 -1.83397  0.325
H: -4.88365 0.16157 -2.02796  0.278
O: 1.63480 -0.21319 3.40491  -0.649
H: 2.17569 -0.51871 4.14005  0.286
H: 2.20259 -0.34586 2.57345  0.347
O: 0.93248 -2.36940 -1.94545  -0.626
H: 0.13652 -1.83918 -1.66304  0.391
H: 1.31203 -2.07627 -2.75850  0.293
O: 3.64027 -0.91120 -1.06371  -0.603
H: 3.19716 -0.95726 -1.99739  0.307
H: 4.55899 -0.60689 -1.25988  0.284
O: 0.12817 2.16452 0.66096  -0.716
H: 0.59725 1.39635 0.31118  0.322
H: 0.69331 2.69729 1.19571  0.253
O: -1.57175 1.65066 -1.45540  -0.707
H: -0.99577 2.16193 -0.88332  0.393
H: -1.58584 0.72125 -1.01299  0.464
O: 1.82784 1.21380 -1.97362  -0.659
H: 2.23875 0.76372 -1.19110  0.342
H: 1.08651 0.69224 -2.33935  0.328
O: -0.91689 -1.30034 2.19415  -0.755
H: -0.09561 -1.07398 2.61619  0.301
H: -1.61103 -0.60076 2.40937  0.408
O: -1.50123 -1.10307 -0.87993  -0.716
H: -2.43689 -1.16438 -1.16900  0.263
H: -1.37031 -1.36364 0.06789  0.330
O: 1.40118 -0.52459 0.60413  -0.538
H: 1.87326 -1.35766 0.23206  0.332
H: 0.51134 -0.84105 0.94396  0.319

As for the highest occupied orbital energy: -10.52 eV. As for the total charge: 0. Its structure (SMILES) is O.O.O.O.O.O.O.O.O.O.O. Its spin multiplicity is 1.


#d
ORCA calculation (ωB97M-V/def2-TZVPD) on a cluster of 11 separate species, H22O11 in total.

Each line ends with the Mulliken charge.
Geometry (Å):
O: 5.04816 1.18586 0.30851  -0.640
H: 4.33636 1.22166 -0.33047  0.322
H: 5.84281 1.11923 -0.22093  0.319
O: -0.97303 -5.49109 2.20561  -0.641
H: -0.67835 -4.63540 1.89385  0.324
H: -1.29855 -5.32510 3.09033  0.317
O: 1.88063 0.19763 6.53619  -0.639
H: 2.01468 0.99491 6.02374  0.315
H: 2.19688 -0.50706 5.97083  0.324
O: -0.39518 -0.80733 0.26171  -0.638
H: -0.36701 -0.12791 0.93538  0.320
H: -0.27410 -0.33419 -0.56152  0.319
O: -4.92213 1.01315 -3.90412  -0.640
H: -4.89823 1.08081 -2.94961  0.320
H: -5.65541 0.42500 -4.08472  0.321
O: -0.64448 0.34261 -6.97443  -0.642
H: -1.34236 0.36913 -6.31983  0.326
H: -1.05454 0.66827 -7.77570  0.316
O: -3.93984 2.53727 5.98647  -0.637
H: -3.47494 2.72036 5.17002  0.319
H: -4.80827 2.91910 5.85896  0.317
O: -0.82836 -4.68199 -5.42630  -0.636
H: -0.65041 -5.10872 -6.26444  0.318
H: -0.85885 -3.74813 -5.63417  0.318
O: 1.18261 2.54061 -3.04550  -0.640
H: 1.41553 3.46318 -3.14966  0.317
H: 0.94864 2.25111 -3.92736  0.322
O: -0.91657 4.11558 2.54987  -0.639
H: -1.30441 4.48297 1.75561  0.320
H: -0.45869 4.85156 2.95594  0.320
O: 4.61356 -2.75130 3.07709  -0.640
H: 5.48064 -3.08633 3.30549  0.318
H: 4.78306 -1.89554 2.68316  0.321

As for the highest occupied orbital energy: -11.12 eV. As for the total charge: 0. Its structure (SMILES) is O.O.O.O.O.O.O.O.O.O.O. Its spin multiplicity is 1.


How do the energies compare? Relative to the most stable structure, in kJ/mol: #a 682.4; #b 36.5; #c 0.0; #d 162.2.